(1)
This record from OMol25 describes a structure of composition C38H51BN9O2RbSSb2 in a non-equilibrium geometry. The level of theory is the ωB97M-V functional and the def2-TZVPD basis.

Summary:
* frontier orbital gap: 5.4756 eV
* net charge: -2

XYZ file:
```
105
Properties=species:S:1:pos:R:3:forces:R:3:lowdin_charge:R:1
Rb -0.309 -0.640 0.636 0.83 -1.53 -1.03 0.58
C 3.404 -1.964 -0.549 0.11 0.03 -0.01 -0.05
C 2.547 -2.181 -1.757 -0.01 0.06 0.25 -0.38
C 2.908 -2.567 -3.066 0.02 0.04 0.02 -0.01
C 1.711 -2.692 -3.736 -0.24 -0.03 -0.07 -0.30
C 1.452 -3.064 -5.159 0.14 -0.02 -0.13 -0.04
N 0.716 -2.397 -2.869 0.00 0.15 0.39 0.02
N 1.233 -2.068 -1.654 0.00 -0.15 -0.22 0.08
B -0.803 -2.576 -3.073 -0.14 -0.19 -0.31 -0.51
N -1.431 -3.489 -1.988 0.22 0.24 0.35 0.02
N -1.532 -3.078 -0.693 -0.19 -0.11 -0.38 0.07
C -2.045 -4.090 -0.016 0.06 0.10 0.16 -0.36
C -2.252 -3.972 1.461 -0.16 -0.09 0.10 -0.03
C -2.281 -5.189 -0.867 0.02 0.00 0.01 -0.01
C -1.866 -4.761 -2.111 0.08 0.11 -0.18 -0.30
C -1.837 -5.507 -3.405 -0.07 -0.16 0.00 -0.04
N -1.566 -1.233 -3.185 0.17 0.16 0.33 0.02
N -1.368 -0.204 -2.317 -0.13 -0.09 -0.25 0.10
C -2.229 0.742 -2.661 0.10 0.02 0.18 -0.36
C -2.290 2.027 -1.902 -0.09 0.12 0.02 -0.04
C -3.008 0.334 -3.760 -0.01 0.02 0.00 -0.01
C -2.554 -0.933 -4.055 0.11 -0.21 -0.02 -0.30
C -3.031 -1.888 -5.099 -0.15 0.04 -0.12 -0.04
H 4.261 -1.322 -0.762 0.00 -0.03 -0.03 0.06
H 3.790 -2.906 -0.153 -0.02 -0.03 -0.04 0.07
H 2.838 -1.507 0.263 -0.02 -0.01 -0.02 0.04
H 3.897 -2.735 -3.463 0.01 0.01 -0.01 0.09
H 2.404 -3.172 -5.682 -0.01 0.01 0.01 0.07
H 0.863 -2.302 -5.673 0.00 0.02 0.02 0.08
H 0.905 -4.004 -5.252 0.00 -0.01 0.06 0.07
H -0.947 -3.143 -4.130 0.00 0.04 0.08 0.10
H -2.498 -2.949 1.749 0.05 0.03 -0.05 0.06
H -1.363 -4.264 2.025 0.03 0.00 -0.05 0.07
H -3.073 -4.614 1.792 0.03 -0.01 -0.02 0.07
H -2.684 -6.157 -0.615 0.00 0.00 0.01 0.09
H -2.257 -6.503 -3.254 0.00 0.01 -0.01 0.07
H -0.821 -5.624 -3.785 0.02 0.02 0.03 0.07
H -2.413 -5.008 -4.186 -0.02 0.03 0.02 0.06
H -1.587 2.029 -1.068 0.05 -0.07 -0.04 0.05
H -3.283 2.193 -1.476 -0.02 -0.02 -0.05 0.08
H -2.070 2.886 -2.544 0.00 -0.01 0.00 0.08
H -3.792 0.877 -4.263 -0.01 0.01 0.01 0.09
H -3.811 -1.407 -5.693 0.02 -0.01 0.00 0.07
H -3.454 -2.793 -4.659 0.01 0.01 0.05 0.07
H -2.232 -2.204 -5.771 0.04 0.04 0.01 0.07
C 2.723 1.381 4.623 0.04 -0.02 0.11 -0.37
Sb 1.240 1.191 3.087 0.29 0.10 -0.24 1.31
C -0.397 1.551 4.425 0.02 0.14 0.15 -0.31
C 1.383 3.360 2.593 0.13 0.09 0.00 -0.32
C 2.656 3.809 1.949 -0.22 -0.09 0.09 -0.26
C 3.747 4.136 2.762 0.01 0.01 0.04 -0.07
C 4.959 4.565 2.248 0.01 0.01 -0.04 -0.11
C 5.110 4.696 0.873 -0.05 -0.02 0.03 -0.12
C 4.042 4.378 0.052 -0.04 -0.02 0.03 -0.09
C 2.819 3.922 0.555 -0.07 -0.03 -0.19 -0.28
C 1.747 3.562 -0.433 0.13 0.23 0.02 -0.32
Sb 1.769 1.467 -1.025 0.00 -0.09 0.14 1.32
C 3.850 1.395 -1.525 0.11 0.13 -0.10 -0.33
C 1.207 1.857 -3.051 0.02 0.06 -0.13 -0.32
H 3.715 1.507 4.190 0.00 0.03 -0.03 -0.01
H 2.727 0.453 5.193 -0.02 0.01 0.04 -0.03
H 2.472 2.236 5.256 0.06 -0.04 0.06 -0.01
H -0.754 2.569 4.253 -0.03 -0.02 0.03 0.00
H -0.033 1.455 5.449 -0.05 0.02 0.02 0.00
H -1.211 0.855 4.254 0.01 -0.06 -0.06 -0.03
H 1.248 3.865 3.553 0.03 0.02 -0.02 0.05
H 0.502 3.543 1.979 0.01 -0.01 -0.01 0.02
H 3.628 4.038 3.835 0.00 0.01 0.00 0.10
H 5.778 4.796 2.918 0.00 0.01 0.00 0.09
H 6.044 5.039 0.444 0.02 0.00 0.02 0.09
H 4.143 4.478 -1.023 0.03 0.01 0.00 0.10
H 1.888 4.125 -1.359 0.00 0.04 0.04 0.05
H 0.743 3.765 -0.060 -0.01 -0.04 0.03 0.04
H 4.115 2.296 -2.081 0.09 -0.03 -0.01 -0.01
H 4.006 0.518 -2.154 0.00 0.01 -0.01 -0.01
H 4.469 1.318 -0.633 0.00 0.01 0.01 0.01
H 1.907 2.581 -3.474 -0.04 -0.01 -0.08 0.00
H 0.189 2.239 -3.100 0.00 0.03 0.00 -0.02
H 1.242 0.920 -3.607 0.02 0.00 0.00 0.00
S 3.261 -2.114 3.432 -0.36 -0.12 0.28 0.38
C 1.707 -2.608 4.039 0.14 0.07 -0.33 -0.84
C 1.462 -3.953 4.429 0.30 0.00 0.01 -0.15
C 0.219 -4.358 4.834 -0.12 -0.07 0.04 -0.13
C -0.833 -3.438 4.856 0.09 0.00 -0.03 -0.12
C -0.534 -2.148 4.466 0.14 0.07 0.02 -0.18
N 0.679 -1.729 4.088 -0.07 0.10 0.00 -0.01
H 2.294 -4.645 4.384 -0.03 0.00 0.00 0.08
H 0.056 -5.394 5.116 -0.02 0.01 0.01 0.09
H -1.843 -3.710 5.132 0.00 -0.03 0.01 0.08
H -1.316 -1.399 4.427 -0.03 0.05 0.02 0.08
O -2.147 -0.354 2.292 -0.84 -0.06 0.80 -0.33
N -2.948 0.575 2.084 -0.04 0.31 -0.10 -0.05
N -2.411 1.634 1.550 -0.27 0.47 0.02 -0.26
O -1.136 1.776 1.262 -0.45 0.34 0.22 -0.38
C -3.290 2.742 1.327 0.50 -0.43 0.05 -0.18
C -4.672 2.610 1.401 -0.15 0.14 -0.02 -0.03
C -5.466 3.712 1.127 0.00 -0.07 0.02 -0.11
C -4.900 4.935 0.779 -0.02 -0.02 0.02 -0.12
C -3.519 5.045 0.711 0.15 -0.08 0.01 -0.09
C -2.706 3.951 0.982 -0.24 0.20 -0.03 -0.02
H -5.107 1.657 1.656 0.02 0.00 0.00 0.10
H -6.543 3.601 1.175 0.00 0.05 -0.01 0.09
H -5.532 5.786 0.559 0.00 0.01 -0.01 0.09
H -3.056 5.985 0.434 -0.04 0.02 0.01 0.10
H -1.629 3.995 0.918 0.01 0.03 0.00 0.10
```
Positions in Å, forces in eV/Å.

(2)
This record from OMol25 describes a structure of composition C38H51BrCsN10O2. The level of theory is the ωB97M-V functional and the def2-TZVPD basis.

Summary:
* frontier orbital gap: 4.1743 eV
* net charge: -1

XYZ file:
```
103
Properties=species:S:1:pos:R:3:forces:R:3:lowdin_charge:R:1
Cs -0.827 -0.418 -0.396 -0.64 0.03 0.72 1.02
O -1.844 -0.691 -3.765 0.13 -0.06 -0.04 0.03
C -1.057 -0.894 -4.864 -0.09 0.03 -0.05 -0.25
C -1.635 -1.017 -6.122 -0.02 0.01 -0.02 -0.03
C -0.852 -1.231 -7.249 0.08 0.00 0.05 -0.11
C 0.524 -1.322 -7.120 -0.03 0.01 0.02 -0.11
C 1.092 -1.193 -5.854 -0.04 0.02 -0.04 -0.05
C 0.333 -0.980 -4.715 0.01 0.00 0.20 -0.10
C 1.011 -0.818 -3.340 -0.11 0.03 -0.24 -0.52
O 0.563 0.152 -2.602 0.39 0.02 -0.40 -0.42
N 0.860 -2.276 -2.739 0.11 0.05 -0.24 0.00
N 1.170 -2.437 -1.455 0.20 0.21 0.35 -0.10
C 1.899 -3.409 -1.062 -0.01 -0.29 -0.07 -0.22
C 2.149 -3.722 0.347 -0.21 0.25 0.06 -0.60
Br 1.044 -2.836 1.599 -0.14 -0.05 -0.18 0.90
C 3.090 -4.604 0.698 0.23 -0.21 0.01 -0.11
C 3.579 -5.144 1.976 -0.03 0.04 0.06 -0.21
C 3.123 -4.808 3.258 -0.07 0.07 0.01 -0.06
C 3.675 -5.392 4.390 0.01 0.00 -0.04 -0.09
C 4.698 -6.324 4.289 -0.05 0.05 -0.07 -0.10
C 5.164 -6.669 3.028 0.02 -0.01 0.02 -0.10
C 4.612 -6.087 1.900 0.05 -0.04 -0.11 -0.05
H -2.759 -0.606 -4.050 -0.02 -0.08 0.00 0.11
H -2.716 -0.950 -6.216 0.02 0.00 0.00 0.11
H -1.322 -1.325 -8.220 0.00 0.00 0.00 0.09
H 1.150 -1.485 -7.988 -0.01 0.00 0.01 0.09
H 2.171 -1.246 -5.741 -0.01 0.00 0.01 0.11
H 2.112 -0.778 -3.536 0.06 -0.02 -0.04 0.12
H 1.348 -2.930 -3.358 0.01 -0.05 0.02 0.11
H 2.371 -4.095 -1.774 -0.04 0.00 -0.06 0.12
H 3.612 -5.017 -0.164 0.03 -0.03 0.05 0.10
H 2.326 -4.091 3.377 0.05 -0.04 0.02 0.03
H 3.295 -5.113 5.365 -0.01 0.01 -0.01 0.10
H 5.124 -6.775 5.176 0.00 0.00 0.00 0.09
H 5.960 -7.396 2.923 0.00 0.01 -0.02 0.10
H 4.985 -6.367 0.921 0.01 -0.01 0.02 0.11
C -2.971 4.525 3.122 0.04 0.00 -0.05 -0.05
N -1.868 4.798 2.222 -0.02 0.08 0.02 -0.09
C -2.071 5.938 1.332 0.00 -0.06 0.07 -0.15
C -1.012 5.715 0.266 0.04 -0.09 0.04 -0.15
N -0.963 4.272 0.220 -0.01 0.01 -0.13 -0.11
C 0.112 3.605 -0.485 -0.16 0.05 0.05 -0.05
C -1.313 3.750 1.468 0.04 0.02 0.07 -0.37
N -1.075 2.544 1.750 -0.07 -0.10 0.00 0.12
C -1.167 1.930 3.056 0.01 0.15 -0.09 -0.23
C -0.563 0.538 2.980 0.39 -0.29 -0.09 -0.27
N 0.773 0.587 2.419 -0.10 0.22 0.01 0.08
C 1.831 0.101 2.904 0.05 -0.21 -0.02 -0.43
N 3.029 0.096 2.179 0.02 0.01 0.00 -0.11
C 2.966 0.231 0.739 -0.01 -0.08 0.04 -0.05
C 3.913 -0.912 2.731 -0.08 0.05 -0.03 -0.16
C 3.487 -0.927 4.191 -0.08 0.01 0.02 -0.15
N 2.080 -0.548 4.122 0.07 0.03 0.10 -0.10
C 1.467 -0.065 5.347 0.00 -0.05 -0.08 -0.06
H -3.206 5.438 3.670 -0.01 0.01 0.01 0.08
H -2.703 3.758 3.840 -0.01 0.01 0.02 0.07
H -3.872 4.199 2.584 0.00 -0.01 0.00 0.09
H -1.953 6.879 1.869 -0.01 0.02 0.00 0.12
H -3.077 5.910 0.889 -0.01 -0.01 -0.01 0.12
H -0.049 6.145 0.577 0.03 0.00 0.00 0.12
H -1.285 6.138 -0.702 -0.01 0.02 0.00 0.12
H 0.115 3.900 -1.534 -0.02 -0.02 0.01 0.09
H -0.086 2.542 -0.393 0.24 -0.04 -0.18 0.03
H 1.096 3.814 -0.046 -0.02 0.04 0.06 0.10
H -2.194 1.821 3.423 -0.04 0.00 -0.07 0.09
H -0.604 2.525 3.790 -0.04 0.03 0.05 0.12
H -1.154 -0.070 2.286 -0.30 0.04 0.23 0.01
H -0.658 0.045 3.954 0.10 0.02 0.03 0.10
H 2.202 0.964 0.494 0.04 0.02 -0.04 0.07
H 2.705 -0.715 0.245 0.01 0.07 0.01 0.06
H 3.934 0.570 0.368 -0.01 0.01 -0.03 0.09
H 4.961 -0.639 2.603 0.01 0.01 0.00 0.12
H 3.748 -1.890 2.260 0.02 -0.01 0.00 0.09
H 4.060 -0.190 4.770 0.00 0.02 0.02 0.12
H 3.617 -1.907 4.653 0.00 -0.01 0.00 0.11
H 2.230 0.005 6.125 0.00 0.01 0.02 0.08
H 0.678 -0.730 5.703 -0.01 0.00 0.01 0.08
H 1.040 0.929 5.202 -0.01 0.02 -0.01 0.08
C -5.156 -1.249 3.244 0.04 0.10 0.05 -0.13
C -3.880 -0.744 2.539 -0.01 -0.20 -0.23 -0.59
C -4.202 0.588 1.855 -0.01 0.01 0.03 -0.15
C -3.253 -1.725 1.523 -0.32 -0.08 0.52 -0.27
H -5.551 -0.527 3.981 0.02 -0.07 -0.07 0.05
H -4.958 -2.191 3.760 0.00 0.00 -0.01 0.06
H -5.937 -1.439 2.500 0.01 0.00 0.01 0.06
H -3.150 -0.553 3.341 0.04 0.08 -0.02 0.09
H -4.907 0.395 1.035 0.03 0.03 0.02 0.07
H -3.302 1.029 1.416 -0.05 -0.02 0.01 0.03
H -4.665 1.322 2.534 0.03 -0.03 -0.04 0.06
H -4.093 -2.060 0.872 0.14 0.11 -0.10 -0.03
H -3.003 -2.647 2.094 0.08 0.09 -0.09 -0.04
N -3.859 6.306 -4.295 -0.03 0.11 -0.06 0.15
C -3.623 5.373 -3.670 0.07 -0.26 0.14 -0.18
C -3.324 4.199 -2.882 0.02 -0.02 0.02 -0.23
C -4.044 3.916 -1.731 -0.22 0.17 0.09 -0.02
C -3.712 2.787 -1.003 0.02 -0.16 0.19 -0.12
N -2.736 1.946 -1.340 -0.11 0.35 -0.44 0.06
C -2.049 2.223 -2.454 0.08 -0.14 0.17 -0.15
C -2.307 3.331 -3.249 0.17 0.05 -0.25 0.00
H -4.846 4.569 -1.413 0.00 -0.04 0.04 0.11
H -4.252 2.543 -0.092 0.02 0.00 -0.04 0.10
H -1.238 1.538 -2.710 -0.04 0.02 -0.02 0.07
H -1.718 3.519 -4.138 0.01 -0.05 0.03 0.12
```
Positions in Å, forces in eV/Å.

What did we get for electronic energy? Answer: -82983.611; -129817.487 eV, in the order shown.
What did we get for LUMO level? Answer: 3.82; 2.07 eV, in the order shown.
What did we get for energy relative to the best compared isomer or geometry (same formula, charge and spin)? Answer: 8.9; 28.1 kcal per mole, in the order shown.